Entry from OMol25: C45H93ClN4O10SSi2 as an isolated structure in a non-equilibrium geometry (the ωB97M-V functional and the def2-TZVPD basis).

Each line ends with the Mulliken charge.
Element x y z (Å)
C1 -3.214 1.701 1.189  -1.55
C2 -2.082 1.529 0.165  -0.11
C3 -0.940 2.494 0.452  0.16
Cl1 -0.311 2.300 2.121  -0.29
Si1 0.486 2.426 -0.784  -0.20
N1 1.544 1.112 -0.495  0.24
C4 2.575 1.236 0.242  0.37
C5 3.723 2.140 -0.081  -1.31
C6 2.730 0.388 1.473  -1.28
O1 -0.134 2.443 -2.327  0.07
Si2 0.110 1.145 -3.329  0.15
S1 -0.463 -0.700 -2.357  -0.40
C7 1.880 1.083 -3.961  -0.33
C8 2.175 -0.312 -4.509  -0.10
O2 3.022 -0.250 -5.640  -0.45
C9 3.904 -1.344 -5.776  -0.47
C10 3.458 -2.373 -6.788  -0.68
O3 2.369 -3.202 -6.394  -0.54
C11 2.567 -3.866 -5.202  0.18
C12 3.587 -4.790 -5.006  -1.12
C13 3.756 -5.395 -3.759  -0.14
C14 2.924 -5.113 -2.663  -0.79
C15 3.184 -5.789 -1.292  4.16
C16 2.416 -5.005 -0.231  -2.76
C17 2.558 -7.186 -1.419  -1.60
C18 4.722 -5.826 -1.096  -2.51
C19 5.321 -5.724 0.318  2.78
C20 4.756 -6.727 1.339  -1.70
C21 5.319 -4.288 0.872  -1.94
C22 6.813 -6.099 0.143  -2.11
C23 1.877 -4.218 -2.901  -0.19
C24 1.701 -3.604 -4.146  -0.69
C25 -1.013 1.326 -4.827  -1.08
C26 -1.212 2.812 -5.119  0.36
C27 -1.883 3.116 -6.396  -0.62
O4 -2.523 3.244 -5.074  -0.51
H1 -3.465 2.742 1.344  0.23
H2 -4.103 1.163 0.869  0.42
H3 -2.939 1.268 2.148  0.40
H4 -1.748 0.497 0.236  0.27
H5 -2.511 1.742 -0.811  0.12
H6 -1.346 3.504 0.383  0.45
H7 1.241 3.683 -0.596  -0.32
H8 3.442 2.916 -0.784  0.27
H9 4.470 1.524 -0.586  0.36
H10 4.186 2.566 0.805  0.43
H11 2.897 0.997 2.356  0.34
H12 1.853 -0.237 1.581  0.29
H13 3.578 -0.282 1.311  0.39
H14 -1.038 -1.293 -3.412  0.15
H15 2.511 1.307 -3.101  0.19
H16 2.053 1.837 -4.727  0.45
H17 2.579 -0.919 -3.701  0.32
H18 1.229 -0.764 -4.826  -0.12
H19 4.159 -1.791 -4.815  0.37
H20 4.841 -0.933 -6.161  0.40
H21 3.114 -1.831 -7.666  0.43
H22 4.322 -2.962 -7.108  0.33
H23 4.253 -5.032 -5.823  0.38
H24 4.562 -6.106 -3.649  0.43
H25 1.357 -5.056 -0.467  0.74
H26 2.519 -5.415 0.770  0.08
H27 2.673 -3.948 -0.212  0.48
H28 2.766 -7.777 -0.529  0.15
H29 2.907 -7.712 -2.302  0.45
H30 1.479 -7.070 -1.451  0.42
H31 5.065 -6.787 -1.488  0.34
H32 5.221 -5.074 -1.702  0.85
H33 4.044 -6.253 2.009  0.39
H34 4.340 -7.613 0.870  0.20
H35 5.571 -7.063 1.980  0.47
H36 5.474 -3.612 0.030  0.35
H37 4.359 -4.028 1.309  0.33
H38 6.133 -4.143 1.574  0.45
H39 6.885 -7.172 -0.036  0.49
H40 7.353 -5.916 1.069  0.51
H41 7.277 -5.561 -0.680  0.38
H42 1.171 -3.947 -2.134  0.36
H43 0.889 -2.912 -4.304  0.52
H44 -2.017 0.969 -4.607  0.61
H45 -0.581 0.882 -5.720  0.40
H46 -0.431 3.491 -4.804  0.38
H47 -2.328 2.287 -6.923  0.24
H48 -1.939 4.126 -6.767  0.31
C28 0.902 10.924 1.673  -0.73
O5 1.863 10.016 2.176  -0.35
C29 1.648 9.636 3.530  -0.81
C30 1.299 8.167 3.624  -0.17
N2 -0.023 7.907 3.069  -0.30
C31 -0.343 6.488 2.922  -1.03
C32 0.471 5.672 1.925  0.68
O6 0.265 6.050 0.575  -0.31
C33 1.091 7.093 0.093  -0.73
H49 1.221 11.219 0.675  0.24
H50 -0.090 10.466 1.602  0.30
H51 0.840 11.820 2.299  0.35
H52 0.876 10.253 3.998  0.41
H53 2.586 9.808 4.066  0.40
H54 1.310 7.863 4.674  0.36
H55 2.084 7.606 3.097  0.19
H56 -0.087 8.346 2.160  0.10
H57 -1.391 6.428 2.616  0.38
H58 -0.274 6.011 3.905  0.40
H59 0.127 4.635 2.000  -0.50
H60 1.542 5.659 2.167  0.32
H61 2.070 7.095 0.579  0.36
H62 0.618 8.072 0.218  0.20
H63 1.234 6.932 -0.977  0.29
C34 -9.748 6.198 0.549  -0.73
O7 -8.595 7.001 0.713  -0.34
C35 -8.485 7.602 1.998  -0.82
C36 -7.296 7.043 2.748  -0.16
N3 -7.523 5.655 3.130  -0.30
C37 -6.344 4.979 3.662  -1.05
C38 -5.168 4.754 2.718  -0.15
O8 -5.436 3.848 1.664  -0.39
C39 -6.007 4.421 0.501  -0.70
H64 -9.778 5.877 -0.491  0.24
H65 -9.717 5.309 1.187  0.31
H66 -10.658 6.765 0.766  0.35
H67 -9.406 7.477 2.575  0.41
H68 -8.329 8.673 1.842  0.39
H69 -7.131 7.638 3.651  0.37
H70 -6.415 7.154 2.101  0.17
H71 -7.848 5.144 2.319  0.10
H72 -6.671 3.998 4.018  0.41
H73 -5.991 5.530 4.539  0.42
H74 -4.366 4.294 3.306  0.36
H75 -4.758 5.693 2.325  0.29
H76 -5.682 5.453 0.350  0.33
H77 -7.100 4.380 0.529  0.19
H78 -5.680 3.824 -0.352  0.33
C40 -0.476 -5.685 4.512  -0.72
O9 -0.694 -7.065 4.733  -0.34
C41 -2.036 -7.483 4.509  -0.81
C42 -2.111 -8.417 3.321  -0.18
N4 -1.848 -7.700 2.080  -0.26
C43 -1.684 -8.556 0.910  -0.80
C44 -0.478 -9.490 0.877  -0.52
O10 0.765 -8.818 0.798  -0.33
C45 1.328 -8.443 2.043  -0.33
H79 0.549 -5.464 4.808  0.24
H80 -0.599 -5.419 3.456  0.30
H81 -1.154 -5.076 5.117  0.35
H82 -2.702 -6.626 4.377  0.40
H83 -2.359 -8.025 5.402  0.40
H84 -3.111 -8.858 3.274  0.39
H85 -1.389 -9.227 3.491  0.20
H86 -1.007 -7.150 2.196  -0.01
H87 -1.612 -7.897 0.041  0.37
H88 -2.593 -9.152 0.780  0.43
H89 -0.555 -10.082 -0.039  0.37
H90 -0.476 -10.207 1.706  0.36
H91 1.059 -9.140 2.840  0.35
H92 1.034 -7.428 2.328  0.10
H93 2.412 -8.446 1.931  0.07

Summary:
LUMO level = 0.01392 Eh
relative energy (zero: lowest compared OMol25 entry of this formula, charge and spin) = 0.00 kJ/mol
strongest force on any atom = 2.08 eV/Å
orbital gap = 8.8591 eV